ORCA calculation (wB97M-V/def2-TZVPD) on one molecule with the formula C7H8N2O3.

Bonds (Å) are listed after each position.
CARTESIAN COORDINATES (ANGSTROEM)
1 O -1.535 -1.465 0.619  N4 1.354, H19 0.975
2 O -3.147 1.395 -0.521  C6 1.204
3 O -3.694 -0.974 0.483  N4 1.322, H20 1.130
4 N -2.464 -0.488 0.491  O1 1.354, O3 1.322, C6 1.380
5 N -0.925 1.238 -0.262  C6 1.408, C7 1.447, H18 1.042
6 C -2.230 0.733 -0.107  O2 1.204, N4 1.380, N5 1.408
7 C 0.386 0.649 -0.094  N5 1.447, C8 1.409, C9 1.393
8 C 0.796 -0.434 -0.896  C7 1.409, C11 1.353, H17 1.008
9 C 1.379 1.170 0.732  C7 1.393, C10 1.418, H14 1.080
10 C 2.697 0.657 0.833  C9 1.418, C12 1.403, H16 0.982
11 C 1.976 -1.067 -0.702  C8 1.353, C12 1.380, H15 1.100
12 C 2.957 -0.501 0.086  C10 1.403, C11 1.380, H13 1.125
13 H 3.961 -1.005 0.155  C12 1.125
14 H 1.259 2.057 1.337  C9 1.080
15 H 2.198 -1.929 -1.349  C11 1.100
16 H 3.396 0.957 1.453  C10 0.982
17 H 0.070 -0.817 -1.480  C8 1.008
18 H -1.136 2.191 -0.625  N5 1.042
19 H -1.775 -2.188 0.011  O1 0.975
20 H -4.169 -0.178 -0.163  O3 1.130

Properties
frontier orbital gap (spin up / spin down)	5.72 / 6.00	eV
LUMO (spin up / spin down)	0.629 / -2.848	eV
<S²>	2.0548
multiplicity	3
F_max	0.1242	Eh/bohr

natural (NBO) atomic charge list, values in e, 5 entries: O -0.518; O -0.659; O -0.546; N 0.090; N -0.652